1.
The following is a DFT calculation (the ωB97M-V functional and the def2-TZVPD basis) of a structure of composition C46H57AsBrIMoN4O3.

Structure (XYZ):
```
114
C46H57AsBrIMoN4O3 | OMol25 | the ωB97M-V functional and the def2-TZVPD basis
Mo -18.2464 -11.5690 4.7134
C -16.0706 -17.8673 5.1909
C -16.6671 -16.9081 6.2271
C -16.5208 -15.4719 5.8850
C -15.4583 -14.6627 6.3139
C -14.2169 -15.1543 7.0425
C -13.0124 -15.3090 6.1068
C -15.8155 -13.2824 5.9861
N -17.0370 -13.2335 5.3050
C -17.4552 -14.6106 5.2170
C -18.5925 -15.1150 4.6033
C -19.4288 -14.3170 3.8656
C -20.5498 -14.7939 3.1631
C -21.1023 -16.1612 3.3758
C -21.6323 -16.3580 4.8308
C -20.9541 -13.8176 2.2758
C -20.0927 -12.6873 2.5345
C -20.1220 -11.4839 1.8110
C -19.5135 -10.3020 2.3037
N -18.4797 -10.2752 3.2371
C -18.1905 -8.8861 3.4058
C -17.2186 -8.3296 4.2598
C -16.3455 -9.1084 4.9628
N -16.4936 -10.4560 5.1782
C -15.4779 -10.8926 6.0534
C -15.2534 -12.1436 6.5501
C -14.6174 -9.8542 6.3421
C -15.0675 -8.6870 5.5523
C -14.3560 -7.4818 5.3643
C -14.9127 -6.4799 4.4198
C -13.3609 -9.7769 7.2506
C -12.1117 -10.0007 6.4484
C -18.9614 -8.1469 2.4774
C -19.8935 -9.0261 1.9048
C -20.9232 -8.5929 0.8815
C -20.4385 -8.7092 -0.5707
C -18.6861 -6.6882 2.3674
C -19.1854 -5.8078 3.5237
N -19.1600 -12.9864 3.5818
C -22.2147 -13.8660 1.4601
C -22.1032 -14.8032 0.2414
H -16.1564 -18.9349 5.4815
H -14.9685 -17.7446 4.9470
H -16.6370 -17.7151 4.2444
H -16.1727 -17.0619 7.1987
H -17.7054 -17.1192 6.4640
H -14.4371 -16.0665 7.6094
H -14.0292 -14.4309 7.8372
H -13.3088 -15.8662 5.2178
H -12.1654 -15.7846 6.5830
H -12.6575 -14.3572 5.6870
H -18.6673 -16.1798 4.6053
H -20.3790 -16.8792 3.1222
H -21.9037 -16.3633 2.6305
H -20.8579 -16.5648 5.5914
H -22.4477 -17.1320 4.8803
H -22.0039 -15.4043 5.1929
H -20.7526 -11.4044 0.9195
H -17.2401 -7.2351 4.2297
H -14.5763 -12.2732 7.3263
H -13.3540 -7.3448 5.7821
H -15.4036 -6.1354 6.8349
H -14.2384 -5.6210 4.4248
H -15.9114 -6.1225 4.7359
H -14.9303 -6.8493 3.3747
H -13.5022 -10.4917 8.0864
H -13.3026 -8.7427 7.7090
H -12.0752 -10.8856 5.8081
H -11.2331 -9.9200 7.0910
H -11.9649 -9.1576 5.7595
H -21.1976 -7.5607 1.1070
H -21.8522 -9.1466 1.0792
H -19.3295 -8.4711 -0.5380
H -20.8887 -7.9072 -1.2048
H -20.6509 -9.7085 -1.0248
H -19.0774 -6.2668 1.4523
H -17.5914 -6.5910 2.2016
H -19.6249 -6.4602 4.3367
H -19.8779 -5.0309 3.1991
H -18.3666 -5.2424 3.9621
H -22.5913 -12.8776 1.1676
H -22.9905 -14.3144 2.1064
H -21.7668 -14.2653 -0.6784
H -23.0119 -15.3094 -0.0753
H -21.3833 -15.6263 0.4351
C -19.5721 -9.1288 9.9605
As -18.1854 -10.5725 10.3989
C -19.0634 -12.3552 10.3179
C -18.1243 -10.4374 12.3019
O -16.9070 -10.5489 9.3829
H -20.4124 -9.1856 10.5994
H -19.9698 -9.1461 8.9197
H -19.0969 -8.1742 10.2143
H -19.1430 -12.5358 9.2761
H -20.0950 -12.2196 10.7405
H -18.4142 -13.1413 10.8324
H -18.8142 -9.7385 12.7586
H -17.1025 -10.0756 12.4528
H -18.1790 -11.4407 12.7372
I -19.6653 -10.9991 6.4815
Br -17.8130 -5.6723 12.1363
C -18.0179 -4.4206 10.7173
C -18.6846 -3.1932 10.7011
C -18.6230 -2.4095 9.5358
C -17.9458 -2.8531 8.3801
C -17.3763 -4.1345 8.3978
C -17.4521 -4.9796 9.5819
C -16.5536 -4.6841 7.3125
O -16.3291 -4.1274 6.2240
O -16.0548 -5.8795 7.5812
H -19.1542 -2.7857 11.5672
H -18.9795 -1.3873 9.5436
H -17.9368 -2.2470 7.4886
H -16.9538 -5.9214 9.5330
```

Results
spin multiplicity = 3
gap between HOMO and LUMO (spin up / spin down) = 4.84 / 4.69 eV
total charge = 0

Here are the Mulliken charges for atoms 1 to 5, given in e: 1.632, -0.993, -1.194, 1.236, 0.305

2.
The following is a DFT calculation (the ωB97M-V functional and the def2-TZVPD basis) of a structure of composition C46H57GeKN5O3PSe2Te2.

Structure (XYZ):
```
118
C46H57GeKN5O3PSe2Te2 | OMol25 | the ωB97M-V functional and the def2-TZVPD basis
K -0.6782 -0.5219 -0.1848
C -2.2913 2.3473 2.4238
C -2.6985 0.8747 2.4531
C -4.1747 0.7511 2.8327
C -1.8495 0.1096 3.4622
O -2.4142 0.2945 1.1886
Ge -3.5308 0.5020 -0.3312
O -2.2511 1.5940 -1.1464
C -2.6566 2.6270 -2.0305
C -2.9161 2.0450 -3.4171
C -3.9025 3.3775 -1.5486
C -1.4942 3.6116 -2.0836
O -2.8271 -1.1084 -1.0814
C -3.5397 -2.3287 -0.8367
C -3.0312 -3.3634 -1.8316
C -5.0467 -2.1585 -1.0515
C -3.2737 -2.8245 0.5856
H -2.4899 2.8398 3.3805
H -1.2248 2.4379 2.1994
H -2.8389 2.8721 1.6377
H -4.3206 1.0620 3.8704
H -4.8108 1.3685 2.1971
H -4.5047 -0.2854 2.7340
H -1.9553 0.5185 4.4709
H -2.1385 -0.9431 3.4727
H -0.7940 0.1653 3.1847
H -3.6686 1.2554 -3.3572
H -3.2698 2.8105 -4.1143
H -2.0056 1.6004 -3.8163
H -4.7967 2.7572 -1.5959
H -3.7738 3.7023 -0.5135
H -4.0649 4.2619 -2.1710
H -0.5853 3.0813 -2.3751
H -1.6791 4.4146 -2.8030
H -1.3414 4.0494 -1.0958
H -3.3199 -3.0905 -2.8493
H -1.9441 -3.4466 -1.7794
H -3.4503 -4.3466 -1.6053
H -5.2339 -1.6531 -2.0015
H -5.5280 -3.1398 -1.0742
H -5.5147 -1.5699 -0.2620
H -2.2236 -3.0976 0.7259
H -3.5165 -2.0527 1.3161
H -3.8722 -3.7128 0.8020
C 3.2970 -0.0702 -1.6278
N 2.5969 1.1794 -1.3836
C 2.1215 1.8505 -2.5713
C 1.1272 1.0826 -3.3991
N 0.4505 0.0438 -3.0094
C -0.3118 -0.3235 -4.1168
C -1.2240 -1.3642 -4.2497
C -1.8702 -1.4993 -5.4626
C -1.6145 -0.6220 -6.5293
C -0.7039 0.4122 -6.4126
C -0.0633 0.5362 -5.1852
N 0.8740 1.4301 -4.7004
C 3.4958 -0.7086 -0.2979
N 2.5576 -0.7427 0.6028
C 3.0728 -1.5304 1.6244
C 2.4805 -1.9277 2.8176
C 3.2192 -2.7274 3.6687
C 4.5209 -3.1357 3.3381
C 5.1153 -2.7618 2.1447
C 4.3650 -1.9525 1.3013
N 4.6256 -1.3811 0.0670
H 4.2460 0.1116 -2.1400
H 2.7193 -0.7786 -2.2362
H 1.8150 0.9477 -0.7742
H 2.9789 2.1019 -3.2048
H 1.6690 2.8021 -2.2763
H -1.4248 -2.0210 -3.4173
H -2.5915 -2.2954 -5.5939
H -2.1428 -0.7578 -7.4643
H -0.5105 1.0904 -7.2337
H 1.2675 2.2155 -5.1865
H 1.4553 -1.6629 3.0456
H 2.7675 -3.0758 4.5885
H 5.0628 -3.7766 4.0218
H 6.1116 -3.0945 1.8827
H 5.4046 -1.5766 -0.5346
Se 2.7702 -3.9805 -2.3475
Te 1.0047 -3.5364 -0.7167
Te 1.3454 -5.4364 1.1161
Se -0.0429 -4.6445 2.9578
C 6.4777 2.4574 2.6376
C 5.7489 3.5696 2.2417
C 4.3602 3.5288 2.2111
C 3.6714 2.3736 2.5743
C 4.4220 1.2551 2.9466
C 5.8070 1.2945 2.9921
P 1.8376 2.2069 2.4584
C 1.3926 3.9464 2.0987
C 0.7755 4.2044 0.8782
C 0.4703 5.5058 0.4933
C 0.7745 6.5634 1.3347
C 1.3873 6.3216 2.5599
C 1.6968 5.0245 2.9335
C 1.2992 2.0016 4.2101
C 0.3213 2.8040 4.7956
C -0.1797 2.5167 6.0592
C 0.2787 1.4125 6.7594
C 1.2302 0.5862 6.1769
C 1.7245 0.8716 4.9142
H 7.5598 2.4941 2.6619
H 6.2604 4.4795 1.9528
H 3.8198 4.4089 1.8856
H 3.9317 0.3254 3.1933
H 6.3495 0.4042 3.2849
H 0.5124 3.3762 0.2290
H -0.0134 5.6862 -0.4580
H 0.5332 7.5773 1.0405
H 1.6277 7.1451 3.2206
H 2.1937 4.8426 3.8794
H -0.0818 3.6507 4.2571
H -0.9420 3.1557 6.4877
H -0.1171 1.1837 7.7406
H 1.5748 -0.3004 6.6938
H 2.4301 0.1809 4.4717
```

Results
spin multiplicity = 2
gap between HOMO and LUMO (spin up / spin down) = 5.84 / 4.68 eV
total charge = -1

Here are the Mulliken charges for atoms 1 to 5, given in e: 2.349, -1.073, 0.540, -1.963, -1.034

3.
The following is a DFT calculation (the ωB97M-V functional and the def2-TZVPD basis) of a structure of composition C46H58As2FIrN5O3Se.

Structure (XYZ):
```
117
C46H58As2FIrN5O3Se | OMol25 | the ωB97M-V functional and the def2-TZVPD basis
Ir -0.1315 0.1156 -0.5211
F -2.4828 -6.4524 -1.2735
C -1.5274 -6.0795 -0.3809
C -1.0503 -4.7962 -0.4291
C -0.0342 -4.3688 0.4268
C 0.4134 -2.9874 0.3163
O 0.0159 -2.2766 -0.6359
C 1.3481 -2.5904 1.3214
C 1.8940 -3.5269 2.1323
N 1.6013 -4.8640 2.1190
C 2.5617 -5.6864 2.8031
C 2.9397 -7.0778 2.3889
C 2.2659 -6.8434 3.7124
C 0.5500 -5.2842 1.3360
C -0.0038 -6.5694 1.3940
C -1.0318 -6.9858 0.5522
N -1.5174 -8.3070 0.7179
C -0.5989 -9.3935 0.4451
C -0.9132 -10.5117 1.4622
N -2.2858 -10.2567 1.9726
C -3.2165 -10.0087 0.8426
C -2.8521 -8.6313 0.2492
C 1.8613 -1.1477 1.5270
O 3.0228 -1.0350 1.8875
O 1.0285 -0.2165 1.3717
H -1.4482 -4.1005 -1.1512
H 2.6595 -3.2007 2.8220
H 3.3925 -5.0698 3.1211
H 3.9894 -7.3284 2.3883
H 2.3969 -7.5465 1.5840
H 2.8646 -6.9237 4.6073
H 1.2451 -7.1516 3.8653
H 0.3455 -7.2830 2.1162
H 0.4284 -9.0510 0.5587
H -0.7120 -9.7598 -0.5851
H -0.2153 -10.4873 2.2998
H -0.8675 -11.4975 0.9985
H -2.2394 -9.3668 2.4949
H -2.6059 -11.0136 2.5838
H -4.2460 -10.0254 1.1976
H -3.0935 -10.8100 0.1117
H -3.5285 -7.8506 0.6048
H -2.9301 -8.6749 -0.8450
C -3.0251 2.7352 0.4517
As -1.6835 2.3888 -0.9294
C -1.2193 4.2377 -1.4410
C -2.8537 1.9515 -2.4544
C -3.7531 2.8932 -2.9449
C -4.5259 2.6428 -4.0660
C -4.4054 1.4281 -4.7214
C -3.5472 0.4673 -4.2177
C -2.7751 0.7113 -3.0878
As -1.7598 -0.7293 -2.2587
C -1.3337 -1.9324 -3.7622
C -3.3290 -1.6789 -1.5665
H -3.5367 3.6868 0.3046
H -2.5124 2.7339 1.4127
H -3.7404 1.9155 0.4511
H -2.0935 4.8096 -1.7509
H -0.5028 4.2061 -2.2605
H -0.7495 4.7377 -0.5960
H -3.8631 3.8397 -2.4281
H -5.2222 3.3889 -4.4257
H -4.9937 1.2248 -5.6057
H -3.4769 -0.4960 -4.7104
H -2.2139 -2.4703 -4.1246
H -0.6110 -2.6545 -3.3769
H -0.8712 -1.3812 -4.5826
H -4.1172 -1.6947 -2.3226
H -3.6800 -1.1701 -0.6704
H -3.0640 -2.6998 -1.2998
C 2.9172 6.1844 -0.9990
C 2.2567 4.9977 -0.3623
C 1.6813 5.0954 0.9021
C 1.0492 3.9932 1.4766
C 0.4311 4.0913 2.8405
C 0.9901 2.8044 0.7769
C 1.6201 2.6405 -0.4869
C 2.2285 3.7932 -1.0409
N 1.5652 1.4154 -1.0458
C 2.4820 0.9341 -2.0546
C 2.4356 -0.6040 -2.0702
C 3.3505 -1.1748 -3.1526
C 2.9169 -0.6592 -4.5237
C 2.9725 0.8669 -4.5209
C 4.3994 1.3310 -4.2293
C 4.8521 0.7765 -2.8794
C 4.7916 -0.7478 -2.8915
C 3.9488 1.3190 -1.7720
C 2.0293 1.4123 -3.4512
H 2.6543 7.1047 -0.4857
H 2.6284 6.2710 -2.0444
H 3.9999 6.0718 -0.9634
H 1.7223 6.0299 1.4452
H 0.8592 4.9160 3.4062
H 0.5896 3.1676 3.3914
H -0.6440 4.2585 2.7567
H 0.5631 1.9253 1.2430
H 2.6650 3.7748 -2.0266
H 1.4068 -0.9349 -2.2611
H 2.7430 -0.9776 -1.0933
H 3.2865 -2.2686 -3.1409
H 1.9006 -0.9966 -4.7481
H 3.5752 -1.0525 -5.3028
H 2.6590 1.2507 -5.4996
H 4.4308 2.4224 -4.2140
H 5.0696 0.9885 -5.0201
H 5.8798 1.0970 -2.6821
H 5.1273 -1.1376 -1.9296
H 5.4512 -1.1510 -3.6640
H 4.0759 2.3967 -1.6975
H 4.2367 0.8859 -0.8112
H 1.0020 1.0572 -3.6251
H 2.0110 2.5012 -3.4968
Se -1.7550 -2.0559 3.0924
C -1.7764 -0.9111 1.7961
N -1.8549 -0.1632 0.8945
```

Results
energy relative to the best compared isomer or geometry (same formula, charge and spin) = 81.7 kJ/mol
gap between HOMO and LUMO (spin up / spin down) = 4.57 / 4.57 eV
total charge = +1

Here are the Mulliken charges for atoms 1 to 5, given in e: 4.761, -0.350, 0.071, -0.075, 0.700

4.
The following is a DFT calculation (the ωB97M-V functional and the def2-TZVPD basis) of a structure of composition C46H58BeN7O4.

Structure (XYZ):
```
116
C46H58BeN7O4 | OMol25 | the ωB97M-V functional and the def2-TZVPD basis
Be 0.1342 -3.6236 2.1963
C -0.3099 -0.0026 -0.6673
C 0.2766 -0.1473 0.7080
O 0.4442 -1.4625 1.1242
H -1.3702 -0.2621 -0.6319
H 0.1427 -0.6436 -1.4257
H -0.2618 1.0013 -1.0920
H -0.3135 0.3752 1.4769
H 1.2355 0.3639 0.8679
N -4.5521 1.3655 0.9009
C -5.4405 2.1187 1.5906
C -5.1141 3.3863 2.0468
C -3.8370 3.8744 1.8093
C -2.9236 3.1320 1.1461
C -3.3338 1.8752 0.6853
H -6.4312 1.7387 1.8004
H -5.8515 4.0126 2.5284
H -3.5287 4.8204 2.2374
H -1.8928 3.3723 0.9238
H -2.6801 1.2341 0.1080
N 2.7149 -1.7789 -4.7520
C 2.2153 -1.6264 -3.5203
C 3.0511 -1.4405 -2.4145
C 4.4333 -1.4408 -2.5553
C 4.9584 -1.5894 -3.8114
C 4.0651 -1.7664 -4.8540
H 1.1378 -1.6368 -3.4068
H 2.6571 -1.2538 -1.4224
H 5.0816 -1.3220 -1.6967
H 6.0297 -1.6578 -3.9380
H 4.4753 -1.9470 -5.8394
N 2.9690 1.6118 4.3126
C 1.7498 1.9543 3.9282
C 0.8863 2.6908 4.7313
C 1.3337 3.1489 5.9620
C 2.6307 2.8507 6.3709
C 3.3616 1.9960 5.5390
H 1.4620 1.7139 2.9111
H -0.0047 3.1462 4.3222
H 0.6850 3.8284 6.4981
H 3.0984 3.1650 7.2923
H 4.3421 1.6064 5.7808
N -2.3568 -3.1134 2.2058
C -3.1742 -3.9137 2.9326
C -4.5477 -3.8180 2.9658
C -5.1744 -2.8777 2.1505
C -4.3696 -2.0274 1.3994
C -3.0008 -2.1933 1.4452
H -2.6291 -4.6376 3.5241
H -5.0818 -4.6022 3.4836
H -6.2427 -2.7154 2.1706
H -4.8800 -1.2310 0.8754
H -2.3474 -1.5387 0.8814
N -0.4704 -4.5698 -0.1059
C -0.2403 -3.8796 -1.2274
C -0.2660 -4.4601 -2.5001
C -0.6182 -5.7944 -2.5835
C -0.8034 -6.5336 -1.4242
C -0.7081 -5.8792 -0.2101
H 0.1059 -2.8611 -1.1175
H -0.1426 -3.8694 -3.3964
H -0.5644 -6.2801 -3.5490
H -0.9909 -7.5973 -1.4052
H -0.8251 -6.3634 0.7503
N 3.1909 3.3505 -0.3684
C 3.3922 2.2418 -1.1136
C 3.9658 2.2873 -2.3865
C 4.3089 3.5321 -2.8863
C 4.0575 4.6751 -2.1782
C 3.5758 4.5433 -0.8892
H 3.1054 1.2717 -0.7260
H 3.9961 1.3867 -2.9837
H 4.8316 3.5823 -3.8328
H 4.2920 5.6025 -2.6822
H 3.2869 5.3968 -0.2908
N -0.7699 4.1040 -5.5327
C 0.0447 4.7625 -4.6923
C 0.6192 4.0990 -3.6278
C 0.3312 2.7340 -3.4135
C -0.6085 2.1172 -4.2190
C -1.0495 2.8136 -5.3296
H 0.2780 5.8034 -4.8690
H 1.3202 4.5745 -2.9553
H 0.8548 2.1962 -2.6355
H -0.8182 1.0659 -4.0665
H -1.6600 2.3877 -6.1149
C 4.5660 -1.4909 0.9965
C 5.4369 -0.2405 0.8992
O 6.2472 -0.1252 -0.0008
C 5.2549 0.7839 1.9546
H 4.7360 -1.9458 1.9723
H 4.9017 -2.1715 0.2161
H 3.5437 -1.1452 0.8366
H 4.2337 0.8929 2.3212
H 5.5596 1.7650 1.5893
H 5.8345 0.6025 2.8622
C -3.2980 -0.7198 -2.9988
C -2.6088 -1.9374 -3.5890
O -1.4698 -1.9073 -3.9961
C -3.4086 -3.2267 -3.5874
H -3.0326 0.2022 -3.5160
H -3.0162 -0.5437 -1.9595
H -4.3775 -0.8620 -3.0402
H -2.7561 -4.0821 -3.4239
H -3.9009 -3.3414 -4.5540
H -4.1493 -3.2231 -2.7878
C -1.5923 0.4208 3.7643
C -2.6497 0.5738 4.8302
O -2.5195 1.1792 5.8605
C -3.8665 -0.2109 4.4299
H -0.7166 -0.0369 4.2280
H -1.3307 1.4776 3.6494
H -1.8189 -0.0009 2.7899
H -4.6783 -0.1335 5.1594
H -3.7451 -1.2906 4.3315
H -4.3220 0.1848 3.5195
```

Results
energy relative to the best compared isomer or geometry (same formula, charge and spin) = 379.0 kJ/mol
gap between HOMO and LUMO = 4.04 eV
total charge = +1

Here are the Mulliken charges for atoms 1 to 5, given in e: 0.909, 1.424, 1.223, -0.557, -1.273

DFT total energy readings, ordered: -201565.09329, -289636.96074, -254808.29798, -67651.91465 eV